1.
DFT (wB97M-V/def2-TZVPD) results for C5H7Br in the gas phase at a distorted geometry.

* LUMO energy (alpha / beta): 0.86 / -2.65 eV
* maximum force: 4.0 eV Å⁻¹
* 2S+1: 3
* frontier orbital gap (alpha / beta): 5.4 / 6.7 eV
* DFT total energy: -75334.1455 eV
* total charge: 0
* E_HOMO (alpha / beta): -0.1685 / -0.3451 hartree

```
13
C5H7Br wB97M-V/def2-TZVPD
C 0.037 -1.195 -0.661
C 0.616 -0.301 1.323
C 0.387 0.074 -0.137
C -0.627 -0.788 0.619
C 0.045 1.340 -0.770
Br -2.552 -0.324 0.766
H -0.453 -1.092 -1.612
H 0.715 -2.068 -0.497
H 1.455 -0.990 1.464
H 0.554 0.377 2.129
H 0.441 1.320 -1.731
H 0.445 2.120 -0.198
H -1.062 1.527 -0.693
```

=====

2.
DFT (wB97M-V/def2-TZVPD) results for a molecular structure, C28H25AsCoF4N2S.

* LUMO energy (alpha / beta): -2.06 / -5.54 eV
* maximum force: 0.7 eV Å⁻¹
* 2S+1: 5
* frontier orbital gap (alpha / beta): 8.4 / 4.9 eV
* DFT total energy: -152585.7125 eV
* total charge: +1
* E_HOMO (alpha / beta): -0.3846 / -0.3852 hartree

```
62
C28H25AsCoF4N2S wB97M-V/def2-TZVPD
Co 0.756 -0.976 -0.097
C 2.849 1.066 1.115
N 2.553 -0.370 1.024
C 2.338 -0.914 2.375
C 3.674 -1.050 0.347
C 3.301 -2.456 -0.108
N 2.053 -2.346 -0.839
C 1.659 -3.255 -1.738
C 0.663 -2.860 -2.667
F 0.269 -1.580 -2.649
C 0.169 -3.730 -3.614
F -0.739 -3.299 -4.483
C 0.621 -5.038 -3.675
C 1.591 -5.457 -2.773
F 2.019 -6.713 -2.812
C 2.116 -4.596 -1.832
F 3.016 -5.044 -0.957
H 2.060 1.569 1.677
H 2.904 1.498 0.117
H 3.801 1.235 1.629
H 3.260 -0.870 2.965
H 1.996 -1.947 2.322
H 1.568 -0.325 2.879
H 4.557 -1.079 0.999
H 3.931 -0.459 -0.535
H 3.180 -3.138 0.741
H 4.094 -2.865 -0.739
H 0.227 -5.722 -4.409
S -1.086 -2.231 0.082
C -2.469 -1.247 0.581
C -3.701 -1.898 0.693
C -4.832 -1.197 1.065
C -4.762 0.164 1.335
C -3.546 0.820 1.228
C -2.403 0.126 0.851
As -0.698 0.994 0.633
C -0.748 2.453 1.900
C -1.158 2.191 3.207
C -1.140 3.204 4.153
C -0.708 4.475 3.803
C -0.291 4.734 2.507
C -0.306 3.725 1.554
C -0.840 1.861 -1.097
C -1.852 2.762 -1.414
C -1.941 3.291 -2.690
C -1.024 2.924 -3.663
C -0.005 2.035 -3.358
C 0.082 1.515 -2.077
H -3.761 -2.956 0.485
H -5.775 -1.717 1.147
H -5.648 0.709 1.627
H -3.484 1.879 1.448
H -1.509 1.203 3.483
H -1.466 3.002 5.164
H -0.698 5.264 4.541
H 0.042 5.725 2.232
H 0.013 3.937 0.540
H -2.581 3.047 -0.664
H -2.732 3.987 -2.929
H -1.101 3.335 -4.659
H 0.716 1.752 -4.110
H 0.926 0.850 -1.858
```

=====

3.
DFT (wB97M-V/def2-TZVPD) results for C3H6O in the gas phase.

* LUMO energy: 1.19 eV
* structure (SMILES): C[C@H]1CO1
* maximum force: 0.4 eV Å⁻¹
* frontier orbital gap: 11.4 eV
* DFT total energy: -5254.3879 eV
* total charge: 0
* E_HOMO: -0.3752 hartree

```
10
C3H6O wB97M-V/def2-TZVPD
C 1.107 -0.502 0.425
C 0.095 0.345 -0.307
C -1.364 0.244 -0.248
O -0.677 1.322 0.375
H 2.075 0.012 0.422
H 1.233 -1.440 -0.130
H 0.851 -0.744 1.461
H 0.477 0.702 -1.267
H -1.912 0.495 -1.159
H -1.885 -0.432 0.429
```

=====

4.
DFT (wB97M-V/def2-TZVPD) results for a molecular structure, C5H13N3 at a distorted geometry.

* LUMO energy: 1.04 eV
* maximum force: 5.2 eV Å⁻¹
* frontier orbital gap: 7.2 eV
* DFT total energy: -9863.4887 eV
* total charge: 0
* E_HOMO: -0.2245 hartree

```
21
C5H13N3 wB97M-V/def2-TZVPD
C 0.560 -0.304 1.232
C 2.031 -0.268 0.954
C -0.163 -1.662 0.284
C -0.508 0.318 0.429
C -0.448 0.864 -0.856
N -1.719 0.507 1.179
N -1.691 1.007 -1.533
N 0.718 0.750 -1.665
H 0.285 -0.402 2.281
H -1.528 0.988 2.049
H -2.377 1.060 0.642
H -2.144 0.121 -1.768
H -1.652 1.617 -2.341
H 1.484 1.332 -1.344
H 0.520 0.962 -2.635
H 2.503 -1.187 1.322
H 2.277 -0.223 -0.103
H 2.494 0.578 1.470
H 0.200 -2.467 0.918
H -1.221 -1.880 0.139
H 0.380 -1.712 -0.654
```

=====

Which value of maximum force does entry 3 give? 0.4 eV Å⁻¹